# 1
{"formula": "C4H9NS2", "method": "ωB97M-V/def2-TZVPD", "lumo_ev": 0.9, "e_homo_ev": -8.6, "de_lowest_kcal_mol": 28.9, "e_tot_ha": -1008.8973, "smiles": "C/C=N/SCCS", "symbols": ["C", "C", "C", "C", "H", "H", "H", "H", "H", "H", "H", "H", "H", "N", "S", "S"], "coordinates": [[-3.6397, -1.0448, 0.1709], [-2.5869, -0.0882, -0.3346], [1.0516, 1.0451, 0.7386], [1.5592, -0.4080, 0.8556], [-4.1969, -1.4068, -0.6910], [-4.3805, -0.5004, 0.8148], [-3.2435, -1.8461, 0.7440], [-2.8754, 0.4662, -1.2282], [1.8432, 1.6934, 0.3661], [0.7542, 1.3502, 1.8112], [2.0329, -0.6294, 1.8678], [0.7304, -1.0868, 0.8172], [1.9098, -0.9850, -1.4025], [-1.4354, -0.0353, 0.2200], [-0.2981, 1.1740, -0.4145], [2.7461, -0.7886, -0.4119]], "forces_ev_per_a": [[-0.79, 1.45, -0.18], [0.74, -0.65, 0.55], [-0.42, -0.87, 2.60], [0.41, 0.42, 1.29], [-0.07, -0.25, 0.04], [0.61, -0.32, -0.53], [0.48, -0.67, 0.41], [0.15, 0.40, 0.06], [-0.13, 0.12, 0.03], [0.23, -0.02, -1.74], [-0.30, 0.57, -1.32], [-0.47, -0.32, -0.12], [-0.59, -0.05, -0.55], [0.12, 1.07, -0.43], [-1.17, -0.51, -0.27], [1.21, -0.37, 0.15]]}


# 2
{"formula": "C4H8O2", "method": "ωB97M-V/def2-TZVPD", "lumo_ev": -0.5, "e_homo_ev": -9.0, "de_lowest_kcal_mol": 84.0, "e_tot_ha": -307.5785, "symbols": ["C", "C", "O", "C", "O", "C", "H", "H", "H", "H", "H", "H", "H", "H"], "coordinates": [[-0.5069, 1.7982, -0.1729], [-0.3498, -0.5638, 1.4278], [-1.6244, -0.7598, 1.4814], [0.1268, -1.1938, 0.0709], [-0.6105, -2.0143, -0.4492], [1.4754, -0.8462, -0.4857], [0.3735, 2.2488, -0.6348], [-1.2097, 2.5658, 0.1557], [-1.0049, 1.1329, -0.8865], [-0.1860, 1.2555, 0.7261], [-1.9183, -1.2866, 0.6832], [1.3700, -0.5336, -1.5306], [2.1007, -1.7457, -0.4764], [1.9642, -0.0576, 0.0910]], "forces_ev_per_a": [[-0.01, 0.08, -0.06], [-0.31, -0.31, 0.06], [0.24, -0.10, 0.03], [-0.14, -0.32, -0.35], [0.26, 0.35, 0.17], [0.04, 0.02, 0.03], [-0.16, 0.02, -0.01], [0.10, -0.03, -0.11], [0.11, 0.12, 0.15], [0.01, 0.21, -0.16], [0.08, 0.05, 0.09], [-0.03, -0.08, 0.19], [-0.07, 0.12, 0.02], [-0.12, -0.14, -0.04]]}


# 3
{"formula": "C3H6N2O5", "method": "ωB97M-V/def2-TZVPD", "lumo_ev": 0.7, "e_homo_ev": -9.6, "de_lowest_kcal_mol": 0.0, "e_tot_ha": -603.5280, "smiles": "COC(=O)OC=O.[H]/N=N\\O", "symbols": ["C", "C", "C", "N", "N", "O", "O", "O", "O", "O", "H", "H", "H", "H", "H", "H"], "coordinates": [[0.7583, -0.7699, 0.1955], [2.5061, 0.7717, 0.2101], [-1.0858, -2.1137, -0.2954], [-2.3586, 1.1311, 0.8917], [-2.5099, 1.3641, -0.2591], [-1.2158, 1.3795, -1.0541], [0.3310, -0.4473, 1.2222], [1.7894, -0.3460, -0.4053], [0.1640, -1.7837, -0.5644], [-1.8619, -1.5523, 0.3738], [2.1713, 1.7045, -0.4151], [3.5911, 0.5602, 0.2271], [2.0954, 0.8216, 1.2518], [-1.2230, -3.0282, -0.8122], [-1.5674, 1.6013, -1.9108], [-1.5842, 0.7069, 1.3441]], "forces_ev_per_a": [[-1.09, -1.70, -1.74], [-1.55, 1.04, 0.00], [0.03, -0.91, -0.33], [-2.67, -0.16, 0.06], [1.19, 0.87, -0.23], [-0.31, -0.68, 1.03], [-1.16, 1.23, 3.63], [2.65, 0.70, -1.69], [2.43, 1.20, -0.25], [-1.52, 0.84, 0.99], [1.04, -1.69, 1.35], [-0.76, 0.13, -0.38], [0.65, 0.38, -0.92], [-0.76, -1.27, -0.67], [-0.12, 0.12, -0.66], [1.94, -0.10, -0.19]]}


# 4
{"formula": "C19H15N5O9Ru", "method": "ωB97M-V/def2-TZVPD", "spin_multiplicity": 2, "lumo_ev": [-3.5, -3.6], "e_homo_ev": [-11.1, -11.1], "de_lowest_kcal_mol": 8.8, "e_tot_ha": -1778.6658, "charge": 1, "symbols": ["Ru", "O", "C", "O", "C", "C", "C", "C", "C", "N", "C", "O", "O", "H", "H", "H", "H", "O", "C", "C", "C", "C", "C", "C", "C", "O", "N", "O", "O", "H", "H", "H", "H", "C", "N", "C", "C", "C", "N", "C", "O", "N", "H", "H", "H", "H", "H", "H", "H"], "coordinates": [[0.4252, -0.6909, 0.3538], [-2.9413, -3.4912, -0.4212], [-1.9450, -2.6843, -0.0988], [-1.3415, -1.9788, -0.8762], [-1.5844, -2.7047, 1.3461], [-2.2739, -3.3570, 2.3429], [-1.7911, -3.2667, 3.6475], [-0.6323, -2.5580, 3.9024], [0.0001, -1.9225, 2.8467], [-0.4850, -1.9908, 1.6065], [1.2897, -1.1380, 2.9640], [1.9191, -1.0929, 3.9839], [1.6608, -0.5605, 1.8319], [-3.1119, -3.4021, -1.3713], [-3.1643, -3.9199, 2.1032], [-2.3182, -3.7625, 4.4514], [-0.1916, -2.4809, 4.8870], [-0.6447, 0.5665, 1.7706], [-1.1925, 1.6708, 1.6736], [-1.5834, 2.3192, 0.4645], [-2.3011, 3.5232, 0.5592], [-2.7452, 4.1224, -0.5816], [-2.5143, 3.5535, -1.8444], [-1.8104, 2.3855, -1.9561], [-1.2992, 1.7363, -0.8021], [-0.5671, 0.6850, -0.9267], [-3.4806, 5.3915, -0.4880], [-3.8087, 5.9232, -1.5303], [-3.7110, 5.8286, 0.6223], [-1.4389, 2.1831, 2.6126], [-2.5122, 3.9717, 1.5217], [-2.9074, 4.0545, -2.7179], [-1.6243, 1.9312, -2.9200], [3.8563, -3.0152, -1.9116], [3.4377, -1.6086, -1.8511], [4.0444, -0.6155, -2.5649], [3.6543, 0.6754, -2.4866], [2.5850, 0.9961, -1.5931], [2.0185, 0.0074, -0.9081], [2.3917, -1.2630, -1.0619], [1.6785, -2.0922, -0.4289], [2.1479, 2.2322, -1.4088], [4.6891, -3.0910, -2.6031], [3.0288, -3.6305, -2.2546], [4.1628, -3.3467, -0.9229], [4.8532, -0.9336, -3.2073], [4.1412, 1.4350, -3.0786], [2.5529, 3.0079, -1.9019], [1.3841, 2.3978, -0.7736]], "forces_ev_per_a": [[-0.54, 0.11, 1.55], [-0.02, 0.06, 0.01], [0.14, 0.16, 0.11], [-0.13, -0.19, -0.23], [0.10, 0.05, -0.11], [0.00, -0.12, 0.15], [-0.11, -0.09, -0.06], [0.20, 0.03, -0.02], [-0.01, -0.16, -0.19], [-0.42, 0.18, 0.44], [0.21, 0.27, -0.25], [-0.17, -0.06, 0.14], [0.54, -0.53, 0.35], [-0.04, -0.03, -0.07], [0.01, 0.00, 0.00], [0.01, 0.01, 0.00], [-0.03, 0.01, 0.01], [0.28, 0.16, -0.18], [-0.22, 0.04, -0.19], [0.04, 0.10, 0.22], [-0.02, 0.00, -0.01], [-0.07, 0.16, 0.04], [0.04, -0.09, -0.06], [-0.09, 0.15, -0.05], [0.33, -0.49, 0.07], [-0.60, 0.25, -0.89], [-0.04, 0.00, -0.02], [0.03, -0.06, 0.09], [0.05, -0.06, -0.09], [-0.04, -0.03, 0.00], [0.01, 0.01, -0.01], [0.02, 0.02, 0.00], [0.00, 0.00, 0.02], [-0.04, 0.07, -0.02], [-0.02, -0.06, 0.07], [0.03, 0.00, -0.03], [-0.02, -0.01, 0.02], [0.16, -0.15, 0.02], [0.06, 0.52, -0.16], [0.19, 0.03, -0.08], [0.19, -0.23, -0.60], [0.03, 0.01, -0.01], [0.01, -0.03, -0.01], [-0.01, 0.00, -0.02], [0.01, 0.01, 0.01], [0.01, 0.01, 0.01], [0.01, -0.01, 0.02], [0.00, 0.01, 0.00], [-0.06, -0.02, -0.03]]}


# 5
{"formula": "C4H8O2", "method": "ωB97M-V/def2-TZVPD", "lumo_ev": 0.1, "e_homo_ev": -8.7, "de_lowest_kcal_mol": 120.7, "e_tot_ha": -307.5201, "smiles": "C=C(C=O)OC.[H][H]", "symbols": ["C", "O", "C", "C", "C", "O", "H", "H", "H", "H", "H", "H", "H", "H"], "coordinates": [[-1.6667, 0.6729, 0.9877], [-0.5966, 1.0857, 0.1588], [0.2983, 0.1780, -0.3002], [1.3135, 0.7220, -1.0415], [0.4639, -1.0337, 0.6148], [0.8324, -2.1647, 0.4399], [-2.4931, 1.3489, 0.7599], [-1.9893, -0.3569, 0.7825], [-1.3929, 0.7713, 2.0412], [0.4190, -1.3024, -1.6813], [1.6844, 0.3630, -1.9871], [1.6412, 1.7122, -0.7646], [1.1650, -1.3402, -1.6619], [0.3209, -0.6560, 1.6518]], "forces_ev_per_a": [[-0.19, -0.06, 0.26], [0.19, 0.25, 0.28], [0.44, 0.45, 0.15], [-0.19, 0.39, 0.08], [0.13, -0.39, -0.14], [-0.27, 0.56, 0.03], [0.10, -0.10, 0.10], [0.14, 0.18, -0.01], [-0.15, -0.05, 0.01], [0.19, -0.53, -0.56], [0.57, -0.49, 0.64], [-0.58, 0.55, -0.28], [-0.29, -0.72, -0.43], [-0.08, -0.06, -0.13]]}


# 6
{"formula": "C3H2N2", "method": "ωB97M-V/def2-TZVPD", "lumo_ev": [-0.5, -0.5], "e_homo_ev": [-9.8, -9.8], "de_lowest_kcal_mol": 124.0, "e_tot_ha": -224.7996, "symbols": ["C", "C", "C", "N", "N", "H", "H"], "coordinates": [[-2.7811, 0.0707, -0.0446], [-0.0020, 0.6442, -0.6639], [0.1018, -0.0097, 0.4394], [-3.8751, -0.2812, 0.0776], [-1.0409, 0.9530, 0.1980], [0.4722, 1.0591, -1.5113], [0.4530, -0.8061, 1.0563]], "forces_ev_per_a": [[2.14, 0.84, -0.07], [1.08, -0.32, 0.00], [-1.69, 0.65, -1.07], [0.19, 0.03, -0.05], [-1.62, -1.41, 1.68], [-0.09, 0.08, -0.98], [-0.01, 0.12, 0.49]]}